[1]
C27H21N8NiO2 | wB97M-V/def2-TZVPD

Calculated values
Energy relative to the best compared isomer or geometry (same formula, charge and spin) (kcal per mole): 0.8
Net charge: +1
Multiplicity: 3
Kohn-Sham gap (alpha / beta) (eV): 6.73 / 6.74
⟨S²⟩: 2.006

Atoms and positions in Å:
H -4.872 2.899 -2.149
Ni -0.914 0.079 -0.027
H 1.631 -1.544 1.898
H 3.788 5.745 1.594
O 2.227 -2.202 2.314
N -0.775 -1.304 -1.486
H 3.762 4.515 -2.512
C 3.303 -4.195 1.727
H -4.319 -3.249 2.272
C -3.010 -1.846 1.316
H -0.503 1.130 3.636
H -3.816 -2.361 4.550
C -3.370 0.190 -3.514
O 0.622 -1.156 0.589
C -3.636 -2.424 2.414
H -3.187 -2.211 0.312
C 2.416 4.185 1.106
C 2.035 -4.238 -0.741
C -3.273 1.758 -1.295
N -2.157 -0.839 1.433
N 1.882 2.651 -2.181
N -2.425 0.737 -1.396
H -1.446 -1.847 -3.368
H 2.226 2.719 -3.125
C -1.888 -0.350 2.658
C -0.929 0.775 2.701
C -4.247 1.257 -3.404
C 2.415 -3.173 1.397
C 3.552 -5.212 0.831
H 1.526 -4.239 -1.694
H 4.644 5.958 -0.718
C 1.762 -3.191 0.150
C -1.511 -1.170 -2.522
H -3.198 2.353 -0.393
C -2.461 -0.871 3.799
H 2.030 4.073 2.109
C -3.353 -1.930 3.673
C 1.905 3.363 0.099
H -2.211 -0.458 4.767
H -3.381 -0.460 -4.379
H 3.126 -6.039 -1.112
C 0.791 -2.146 -0.212
N 0.470 1.535 -0.704
C -4.203 2.060 -2.275
C 0.973 1.723 -1.881
C 3.392 5.111 0.813
C 3.875 5.232 -0.493
C 2.921 -5.239 -0.414
H 3.789 -4.160 2.693
C 3.387 4.428 -1.500
H 0.654 1.077 -2.693
H -4.961 1.457 -4.192
N 0.121 -2.300 -1.364
H 4.247 -5.997 1.100
C 2.401 3.495 -1.195
N 0.366 2.259 1.540
N -0.597 1.271 1.583
C -2.466 -0.049 -2.489
C 0.869 2.363 0.353

Atoms 1-6, force components in eV/Å:
H 0.00 0.00 0.00
Ni 0.10 -0.13 -0.22
H -0.02 -0.05 0.06
H 0.00 0.00 0.00
O -0.01 0.02 -0.10
N 0.08 0.01 0.01

[2]
C14H16 | wB97M-V/def2-TZVPD

Calculated values
Energy relative to the best compared isomer or geometry (same formula, charge and spin) (kcal per mole): 20.8
Net charge: 0
Multiplicity: 1
Kohn-Sham gap (eV): 9.93
SMILES: Cc1ccccc1.Cc1ccccc1

Atoms and positions in Å:
H 0.217 1.425 2.723
C 2.670 2.840 0.820
H -0.889 -4.601 -1.034
C 1.435 1.227 -0.410
H -2.819 -2.114 2.427
C -2.143 -1.794 0.448
H 3.441 3.610 0.918
H -0.005 0.118 0.652
C 0.892 1.620 1.906
H 1.971 3.191 2.855
C 2.490 2.153 -0.357
C -1.608 -3.092 0.351
H -1.565 -3.756 1.208
C -2.360 -1.059 -0.694
H -2.159 -0.806 -2.777
H 1.038 0.736 -1.303
C -2.688 -1.271 1.770
H -1.141 -3.182 -3.000
H 2.938 3.556 -1.934
C 0.655 0.980 0.696
H 2.996 1.759 -2.368
H 4.313 2.550 -1.620
H -1.898 -0.710 2.327
H -3.443 -0.517 1.541
C -1.952 -1.521 -1.982
C -1.297 -3.603 -0.880
C 1.926 2.558 1.960
C -1.512 -2.816 -2.035
H -2.730 -0.037 -0.595
C 3.228 2.557 -1.614

Atoms 1-6, force components in eV/Å:
H 0.18 0.04 0.36
C 0.76 0.29 1.22
H -0.16 0.19 0.29
C -0.21 0.27 -0.36
H -1.23 -0.08 0.24
C -0.73 -0.41 0.64

[3]
C12H17N | wB97M-V/def2-TZVPD

Calculated values
Energy relative to the best compared isomer or geometry (same formula, charge and spin) (kcal per mole): 20.0
Net charge: 0
Multiplicity: 1
Kohn-Sham gap (eV): 8.66
SMILES: Cc1c[nH]c2ccccc12.CCC

Atoms and positions in Å:
C -2.321 0.240 1.186
C -0.591 3.133 -1.024
N 1.341 -0.159 1.178
H -1.084 2.759 -1.922
H 1.876 -3.968 -1.344
C 1.031 -1.302 0.488
C -0.384 -1.434 0.507
C 0.170 0.538 1.465
C -0.885 -0.238 1.088
H -2.457 1.025 0.438
H 1.260 2.414 -0.052
H 1.582 3.286 -1.513
H -0.151 5.180 -1.676
H -1.697 4.917 -1.322
H -2.498 0.613 2.192
H -2.017 -2.611 -0.231
H 1.038 1.730 -1.631
H -1.058 2.642 -0.175
C -0.720 4.639 -0.915
C -0.938 -2.493 -0.235
C 0.848 2.630 -1.035
H 2.953 -1.994 -0.202
H -3.061 -0.516 0.933
H 0.186 1.529 1.888
H -0.605 5.085 0.069
C 1.288 -3.195 -0.888
C 1.876 -2.118 -0.247
H 2.201 0.034 1.663
C -0.110 -3.277 -0.995
H -0.503 -4.042 -1.656

Atoms 1-6, force components in eV/Å:
C 0.63 -0.16 -0.44
C 0.89 -0.43 0.09
N 0.05 1.13 0.05
H -0.12 0.20 0.02
H 0.32 0.00 -0.40
C -0.35 0.32 0.32

[4]
C16H52N2O10 | wB97M-V/def2-TZVPD

Calculated values
Energy relative to the best compared isomer or geometry (same formula, charge and spin) (kcal per mole): 176.6
Net charge: 0
Multiplicity: 1
Kohn-Sham gap (eV): 9.69
SMILES: COC[C@H](C)N.COC[C@H](C)N.OCCO.CO.CO.CO.CO.CO.CO

Atoms and positions in Å:
H -0.059 -3.086 4.810
C -2.668 -5.337 -1.189
H -5.507 -1.362 3.697
H 1.295 -2.744 6.013
H 0.184 -3.366 -6.651
O 5.098 -2.580 -4.800
H 4.974 -1.361 -3.009
C 3.179 -5.407 0.795
C 0.033 -0.812 -0.899
C 4.534 -1.514 -3.994
C 4.435 2.097 1.639
H -4.628 6.793 4.989
H 0.183 -3.324 -4.935
H -3.905 -1.092 4.191
O 2.556 -6.210 -0.205
H 0.228 -1.152 -7.887
H -0.377 0.181 -1.083
H 4.755 5.021 1.557
H -4.677 6.070 3.389
C -4.613 -0.806 3.413
H -4.762 0.273 3.445
H 4.245 -5.410 0.564
H -1.625 1.183 -8.357
H 0.327 -1.500 5.264
O -0.134 -1.439 -5.871
H 1.456 -2.151 3.249
H -1.132 0.905 -5.083
H 4.618 -0.605 -4.589
H -2.633 -5.890 -2.128
C 0.795 -2.467 5.085
O -4.143 -1.074 2.113
H -2.925 3.314 6.923
O -1.465 -5.163 -0.615
C -4.042 6.615 4.087
H -1.023 -1.013 0.778
O -2.846 5.827 4.297
H -2.224 1.597 -6.307
H 2.984 -5.778 1.801
N -0.643 1.359 -8.202
O 4.836 1.498 0.368
H 3.392 2.407 1.584
H -4.898 -0.835 1.571
H -0.408 2.629 4.541
H -0.227 1.009 -9.053
H 2.828 -4.377 0.724
C -1.244 3.226 4.176
H -0.483 -1.457 -1.610
H 4.446 1.360 2.442
H -1.519 2.650 6.911
H -1.450 -1.124 -7.515
H -1.324 -3.125 -5.724
C -1.181 1.443 -6.029
H 4.883 2.225 -0.257
H -1.891 2.549 3.618
H -3.743 5.002 5.882
C -3.226 4.654 4.987
H 3.464 -1.690 -3.883
C -1.958 3.873 5.372
C 5.328 3.344 1.944
H 1.602 -6.137 -0.136
H -1.444 -4.222 -0.422
H -3.983 4.028 4.515
H 4.983 -3.418 -4.346
H -3.400 -5.803 -0.529
H -0.776 2.440 -5.855
O 5.134 4.346 0.990
O -0.145 -1.244 0.465
H 0.731 0.890 -6.681
O 1.821 -2.261 4.130
H -1.285 4.515 5.941
N -2.309 2.809 6.302
C -0.272 -2.851 -5.805
H -0.964 3.992 3.453
C -0.297 0.693 -6.986
H -3.831 7.585 3.637
H -3.127 -4.389 -1.468
H 6.353 3.006 1.795
C -0.477 -0.834 -7.119
H 1.075 -0.669 -1.185
H 5.137 3.671 2.966

Atoms 1-6, force components in eV/Å:
H 0.49 -0.71 -0.19
C -3.03 -0.18 -1.47
H -0.36 0.09 -0.37
H -0.27 -0.41 -0.14
H -0.06 0.14 -0.37
O 0.04 0.78 0.58

[5]
C27H21F6N7O5PrS3 | wB97M-V/def2-TZVPD

Calculated values
Energy relative to the best compared isomer or geometry (same formula, charge and spin) (kcal per mole): 23.5
Net charge: +1
Multiplicity: 3
Kohn-Sham gap (alpha / beta) (eV): 7.81 / 7.82
⟨S²⟩: 2.002

Atoms and positions in Å:
H -4.419 -0.166 2.714
C 0.847 -2.879 -0.293
H -2.174 -1.617 -0.911
H -0.855 -2.332 3.684
H 0.178 -1.365 1.681
H 2.740 2.901 -5.083
Pr 0.421 0.845 -0.221
F 0.414 3.869 -0.735
H -2.683 3.906 -3.519
H -4.446 0.958 0.902
C 1.296 4.040 0.282
S 1.161 1.057 -5.107
H 2.733 2.980 -2.510
N 1.729 2.957 2.714
N 4.549 -4.137 2.881
C 0.695 0.549 -3.490
N -3.491 0.863 0.581
C -1.421 -1.661 3.059
S 0.496 3.386 1.874
C 1.034 -4.053 0.416
C -3.212 1.689 -0.485
H 5.312 -4.090 3.540
H -2.870 -3.236 -2.666
H 4.330 -5.032 2.480
F 1.727 5.279 0.264
F 2.163 0.655 5.038
C -0.254 -0.522 -3.307
F 1.784 -0.784 3.477
H -4.946 3.847 -2.437
O -0.252 4.447 2.425
C 4.079 -2.966 2.400
H 0.011 -2.785 -0.973
C 2.698 -1.928 0.624
C -2.868 3.300 -2.647
C -0.609 -1.393 -4.352
O 1.919 0.881 1.314
N 1.644 -1.809 -0.181
H -3.222 -1.707 4.247
C 2.950 -3.055 1.412
C -4.127 3.261 -2.051
C -2.123 -2.489 -2.876
C 2.139 2.271 -3.071
C 2.161 2.266 -4.437
F 0.378 0.798 3.823
C -2.736 -1.316 3.367
N -1.996 1.747 -1.028
C -1.854 2.541 -2.104
H -5.260 2.357 -0.476
C -3.400 -0.465 2.519
H -0.866 2.542 -2.556
C -1.730 -1.593 -1.900
C -2.740 0.045 1.383
F 2.330 3.220 -0.010
S 2.446 1.579 2.474
H 3.375 -1.084 0.693
C 1.694 0.505 3.820
H 2.203 -5.022 1.928
C 2.087 -4.140 1.314
O -0.253 2.281 1.308
O 3.844 1.643 2.620
H -1.786 -3.086 -4.921
C -4.301 2.438 -0.964
H -0.148 -1.271 -5.320
C 1.294 1.289 -2.473
N -1.479 -0.284 1.083
C -1.529 -2.395 -4.132
N -0.802 -0.650 -2.077
H 0.347 -4.873 0.280
O 4.493 -1.888 2.765
C -0.850 -1.120 1.928

Atoms 1-6, force components in eV/Å:
H -0.08 0.03 0.04
C -0.04 -0.20 -0.13
H -0.01 -0.12 -0.03
H 0.09 -0.01 0.05
H -0.10 0.03 0.07
H 0.05 0.12 -0.11

[6]
C4H17N5 | wB97M-V/def2-TZVPD

Calculated values
Energy relative to the best compared isomer or geometry (same formula, charge and spin) (kcal per mole): 38.2
Net charge: 0
Multiplicity: 1
Kohn-Sham gap (eV): 6.61

Atoms and positions in Å:
N -1.959 0.824 0.483
H -0.064 -1.183 2.402
C -3.135 -0.050 0.423
H -3.576 -0.143 -0.578
H 3.056 -0.624 1.571
H 1.847 -1.918 1.400
H -2.202 1.755 0.160
H 1.496 1.397 -0.119
H -2.848 -1.054 0.745
H 1.790 0.951 -2.415
H -1.220 0.446 -0.157
H 2.321 -0.975 -0.019
H 0.479 1.844 -2.030
N 1.083 -1.299 -1.827
N 1.060 1.073 -1.709
H -0.822 0.296 1.955
N 0.054 -0.211 2.165
C 2.137 -0.924 1.060
C 1.065 0.077 1.324
N 1.274 1.338 0.934
H 0.724 -2.145 -1.408
H -0.605 -0.096 -2.277
H 0.513 1.963 1.175
H 1.224 -1.488 -2.823
C 0.218 -0.158 -1.541
H -3.912 0.305 1.106

Atoms 1-6, force components in eV/Å:
N -0.08 0.02 -0.01
H 0.07 0.03 -0.03
C 0.04 0.04 -0.03
H 0.06 0.02 0.08
H -0.10 0.03 -0.02
H -0.02 0.05 0.00

- Which value of multiplicity does entry 6 give?
  1

- Among the records above, which one has the lowest energy relative to the best compared isomer or geometry (same formula, charge and spin)?
  C27H21N8NiO2